C7H23BrCdN7O4 as an isolated structure, computed with ωB97M-V/def2-TZVPD.

Each line ends with the Mulliken charge.
Cartesian coordinates (Å):
Cd -17.0058 -18.3079 6.0370  0.80
Br -19.5204 -17.3844 5.4970  -0.58
C -18.5701 -14.3647 2.4956  0.65
O -17.7890 -15.2198 2.0861  -0.66
N -18.3807 -13.0561 2.2524  -0.46
N -19.5162 -14.5373 3.3435  -0.24
H -17.6079 -12.8462 1.6369  0.23
H -18.7689 -12.3699 2.8837  0.18
H -20.1946 -13.7978 3.4574  0.19
H -19.6060 -15.4177 3.8301  0.17
C -23.2232 -16.3062 6.8424  0.66
O -24.3289 -15.9932 7.3166  -0.68
N -22.9585 -17.0318 5.8037  -0.28
N -22.1495 -15.8043 7.4008  -0.24
H -23.7736 -17.2575 5.2516  0.21
H -22.1110 -17.0238 5.2543  0.07
H -22.2372 -15.2916 8.2665  0.22
H -21.2514 -16.1923 7.1499  0.10
C -21.9770 -20.8268 6.7515  0.57
O -22.1219 -21.9937 7.0216  -0.66
N -22.6315 -19.8910 7.3719  -0.36
N -20.9836 -20.2992 6.1284  0.05
H -22.5667 -18.9992 6.9022  0.23
H -23.2878 -20.1463 8.0959  0.20
H -20.2040 -20.8632 5.8214  -0.06
H -21.0356 -19.3026 5.9728  0.12
C -17.5377 -19.8732 2.4371  -1.57
C -18.2946 -20.2565 3.6957  0.58
C -18.7314 -21.7902 3.6279  -0.90
O -19.0406 -22.2318 4.9147  -0.46
C -19.7122 -23.4573 5.1345  -0.84
N -17.4718 -20.0333 4.8772  -0.49
H -18.3027 -20.1613 1.7161  0.36
H -16.5919 -20.4054 2.3351  0.37
H -17.2144 -18.8531 2.2302  0.41
H -19.1962 -19.6463 3.7482  0.25
H -18.0886 -22.4639 3.0612  0.51
H -19.7086 -21.8146 3.1458  0.45
H -20.6792 -23.4164 4.6333  0.34
H -19.8493 -23.4581 6.2159  0.31
H -18.9933 -24.2437 4.9043  0.32
H -18.0224 -20.6230 5.4848  0.56
H -16.6788 -20.6480 4.7614  0.36

Properties
Total charge: +1
Kohn-Sham gap, eV: 4.30
Relative energy (zero: lowest compared OMol25 entry of this formula, charge and spin), kcal/mol: 79.9
2S+1: 1


C7H23ClN7O4 as an isolated structure, computed with ωB97M-V/def2-TZVPD.

Each line ends with the Mulliken charge.
Cartesian coordinates (Å):
Cl -5.2911 -27.9670 19.8299  -0.60
C -8.3727 -28.8377 19.2817  0.46
O -9.5810 -29.0427 19.1287  -0.77
N -7.5448 -29.6581 19.8725  -0.15
N -7.7511 -27.6978 19.1458  -0.42
H -6.5573 -29.5202 19.7114  0.61
H -7.8337 -30.4259 20.4618  0.20
H -6.7846 -27.5631 19.4064  0.57
H -8.1344 -27.2072 18.3505  0.17
C -2.6360 -25.8681 19.2360  0.52
O -1.5998 -25.2593 19.1548  -0.78
N -3.7111 -25.1903 19.2496  -0.19
N -2.7119 -27.1536 19.1895  -0.10
H -4.6172 -25.6325 19.1910  0.25
H -3.7449 -24.1812 19.2761  0.20
H -3.5763 -27.6545 19.0411  0.06
H -1.8465 -27.4936 18.7950  0.17
C -4.9194 -30.8541 18.4696  0.18
O -5.0932 -31.8451 17.8216  -0.75
N -3.8484 -30.5140 19.0722  -0.20
N -5.8230 -29.9331 18.3045  0.20
H -3.8231 -29.6980 19.6668  0.26
H -3.1035 -31.1950 19.1081  0.39
H -6.4928 -30.2202 17.6052  0.14
H -5.7599 -28.9726 18.6102  -1.27
C -1.2067 -28.8681 16.1047  -1.65
C -2.5328 -29.1140 16.8147  1.97
C -3.8505 -28.6099 16.0946  -0.93
O -4.3452 -27.3168 16.3480  -0.42
C -5.0219 -27.1830 17.5255  -0.03
N -2.5600 -30.5427 17.1851  -0.98
H -1.2248 -27.7952 15.9130  0.41
H -1.1660 -29.4149 15.1626  0.41
H -0.3465 -29.1342 16.7189  0.40
H -2.4873 -28.5920 17.7705  -0.80
H -4.5864 -29.4137 16.1181  0.40
H -3.5363 -28.6098 15.0509  0.40
H -5.9351 -27.7674 17.4130  0.95
H -5.2696 -26.1528 17.7814  0.57
H -4.4753 -27.6003 18.3712  -1.59
H -3.4730 -30.7569 17.5600  0.44
H -1.8786 -30.7344 17.9056  0.32

Properties
Total charge: -1
Kohn-Sham gap, eV: 8.67
2S+1: 1


C7H23N4O8P3PdS2 as an isolated structure, computed with ωB97M-V/def2-TZVPD.

Each line ends with the Mulliken charge.
Cartesian coordinates (Å):
Pd 0.0776 0.3630 0.7597  0.92
N -0.6845 3.9666 -2.0706  -0.38
C -1.4665 2.7494 -1.5984  0.86
C -2.9561 2.9648 -1.8272  -1.81
P -0.7369 1.3304 -2.5859  1.14
O -1.4544 1.5644 -3.9994  -0.57
O 0.6989 1.7590 -2.7637  -1.02
O -1.0687 0.0276 -1.9721  -0.71
P -1.0529 2.5727 0.1719  1.08
O -1.6000 3.9639 0.6871  -0.56
O 0.4516 2.4176 0.2961  -0.87
O -1.7142 1.3706 0.8319  -0.64
H -0.7726 4.0674 -3.0859  0.34
H 0.3123 3.8127 -1.8732  0.31
H -1.0108 4.8248 -1.6194  0.39
H -3.1662 3.1352 -2.8828  0.44
H -3.3367 3.8035 -1.2439  0.47
H -3.4922 2.0682 -1.5149  0.44
H -2.1990 0.9714 -4.1627  0.36
H -1.5003 4.1501 1.6316  0.39
N 4.3649 -3.0966 0.5306  -0.23
C 2.8780 -2.8779 0.4054  -0.87
P 2.7115 -1.1899 -0.3627  1.18
O 4.1267 -0.8770 -0.7410  -0.94
O 1.9825 -0.2940 0.6014  -0.86
C 1.8081 -1.3616 -1.9517  -0.70
N 2.3442 -0.3096 -2.8689  -0.16
H 4.6794 -3.0777 1.4997  0.35
H 4.7896 -2.2758 0.0161  0.35
H 4.6785 -3.9720 0.1149  0.34
H 2.4214 -2.8887 1.3910  0.33
H 2.4458 -3.6760 -0.1936  0.39
H 0.7275 -1.2274 -1.8655  0.23
H 2.0300 -2.3409 -2.3756  0.55
H 1.7571 0.6067 -2.7820  0.17
H 2.2756 -0.6000 -3.8426  0.39
H 3.3314 -0.1339 -2.6508  0.43
S -0.7694 -1.7231 1.1193  -0.39
C -1.4022 -1.7138 2.6884  0.47
N -1.9536 -2.7823 3.2364  -0.17
C -2.6876 -2.5694 4.4875  -0.57
C -2.0471 -1.3397 5.1190  -0.51
S -1.4600 -0.3325 3.7149  0.02
H -2.0727 -3.6291 2.6987  0.26
H -2.5918 -3.4440 5.1269  0.33
H -3.7434 -2.4041 4.2648  0.29
H -1.1933 -1.5941 5.7433  0.32
H -2.7597 -0.7590 5.6979  0.40

Properties
Total charge: +2
Kohn-Sham gap, eV: 8.60
Relative energy (zero: lowest compared OMol25 entry of this formula, charge and spin), kcal/mol: 0.0
2S+1: 1


C7H23N7NaO8S as an isolated structure, computed with ωB97M-V/def2-TZVPD.

Each line ends with the Mulliken charge.
Cartesian coordinates (Å):
Na 0.7944 0.7369 0.6740  0.86
S 2.5267 3.4586 -2.2735  1.06
O 2.1802 4.8193 -2.7626  -0.84
O 1.3462 2.6357 -2.1936  -0.68
O 3.4340 2.8970 -3.1983  -0.74
O 3.1079 3.6241 -0.9961  -0.72
C -2.6727 -1.2944 -2.6535  -1.42
C -3.7225 -1.3570 -1.5646  0.72
C -3.2208 -1.3167 -0.1262  -0.62
O -1.9227 -1.7324 0.2725  -0.25
C -1.6642 -3.1563 0.2601  -0.79
N -4.6916 -0.3448 -1.9338  -0.69
H -1.9143 -2.0745 -2.7197  0.30
H -2.1642 -0.3393 -2.5216  0.35
H -3.0739 -1.2410 -3.6656  0.38
H -4.2098 -2.3253 -1.6784  0.12
H -3.8757 -1.9497 0.4724  0.30
H -3.1238 -0.3074 0.2739  0.25
H -2.2945 -3.7911 0.8828  0.31
H -0.6637 -3.3251 0.6585  0.27
H -1.4696 -3.5703 -0.7293  0.30
H -4.8298 -0.1551 -2.9162  0.25
H -4.4874 0.5610 -1.5364  0.24
C 4.1376 -0.7998 4.3465  0.58
O 3.3399 -0.5559 3.4795  -0.60
N 5.1243 -1.6282 4.1208  -0.43
N 4.2338 -0.2896 5.4820  -0.34
H 5.6409 -2.0060 4.9021  0.18
H 4.9842 -2.1926 3.2950  0.22
H 4.8955 -0.7421 6.0964  0.16
H 3.4994 0.3608 5.7221  0.24
C -2.5544 3.6752 1.5681  0.75
O -1.6437 3.1043 2.1834  -0.67
N -3.7032 4.1143 1.9960  -0.41
N -2.5313 3.7668 0.2871  -0.36
H -4.1135 3.7650 2.8502  0.20
H -4.2306 4.8806 1.6027  0.18
H -3.1870 4.4567 -0.0507  0.13
H -1.7822 3.4397 -0.3062  0.20
C 2.8637 -2.2761 -2.2120  0.61
O 2.5250 -3.3645 -2.2600  -0.59
N 3.3603 -1.6630 -1.1349  -0.40
N 2.7782 -1.3777 -3.1686  -0.36
H 3.5528 -2.2288 -0.3207  0.16
H 3.9550 -0.8797 -1.3649  0.22
H 2.3880 -1.5927 -4.0750  0.19
H 3.0794 -0.4193 -3.0639  0.17

Properties
Total charge: -1
Kohn-Sham gap, eV: 3.24
2S+1: 1


C7H23N7O12S2V as an isolated structure, computed with ωB97M-V/def2-TZVPD.

Each line ends with the Mulliken spin population.
Cartesian coordinates (Å):
V -0.5942 0.6231 -0.6938  1.93
S 0.2984 1.3045 -3.2416  0.01
O 0.6441 2.7041 -3.2898  0.00
O 0.5263 0.5189 -4.4004  -0.01
O 0.9906 0.6847 -2.0790  0.01
O -0.9825 1.2537 -2.6089  0.00
S -2.7263 1.1105 0.9703  0.01
O -2.5422 0.9168 -0.4883  0.00
O -1.2884 0.8457 1.1586  0.00
O -3.0963 2.4559 1.3032  0.00
O -3.5824 0.1094 1.5838  0.00
C -1.0144 -2.5271 2.0289  0.00
C 0.3303 -1.8485 1.7407  0.01
C 1.5706 -2.8345 2.0268  0.00
O 2.6298 -2.1100 1.5622  0.00
C 3.8555 -2.8814 1.8915  0.00
N 0.4475 -1.3963 0.3427  0.00
H -1.3235 -3.3060 1.3319  0.00
H -1.7871 -1.7702 1.8939  0.00
H -1.0674 -2.8896 3.0555  0.00
H 0.4674 -0.9435 2.3325  0.00
H 1.4584 -3.8187 1.5720  0.00
H 1.5814 -2.9052 3.1145  0.00
H 3.9150 -2.9312 2.9788  0.00
H 4.6744 -2.2915 1.4799  0.00
H 3.8987 -3.8736 1.4424  0.00
H 1.4440 -1.2679 0.4466  0.01
H 0.3556 -2.2757 -0.1454  0.00
C 2.4507 1.4657 1.0762  0.00
O 1.3863 1.1145 0.6786  0.01
N 3.3991 0.7328 1.4379  0.00
N 2.7204 2.7546 1.3276  0.00
H 3.2805 -0.2278 1.1492  0.00
H 4.2778 1.2307 1.4501  0.00
H 3.6759 2.8856 1.6276  0.00
H 1.9616 3.4020 1.4863  0.00
C -2.3529 -1.8929 -2.1180  0.00
O -1.5041 -1.0868 -1.8046  0.00
N -2.0926 -2.8377 -2.9113  0.00
N -3.6084 -1.8446 -1.9281  0.00
H -1.1710 -2.8664 -3.3235  0.00
H -2.7971 -3.3638 -3.4083  0.00
H -3.9038 -0.8974 -1.7395  0.00
H -4.1801 -2.6142 -2.2461  0.00
C -0.9804 3.9201 -0.6798  0.00
O -0.5139 2.8820 -0.3219  0.01
N -0.5816 4.5037 -1.7322  0.00
N -2.2119 4.2596 -0.3212  0.00
H -1.0518 5.3461 -2.0311  0.00
H 0.1371 4.0455 -2.2742  0.00
H -2.6910 3.5666 0.2358  0.00
H -2.7323 4.8658 -0.9392  0.00

Properties
Total charge: -1
Kohn-Sham gap (alpha / beta), eV: 6.99 / 7.44
Relative energy (zero: lowest compared OMol25 entry of this formula, charge and spin), kcal/mol: 99.4
2S+1: 3


A 5-piece molecular cluster, C7H23NO4 overall, computed with ωB97M-V/def2-TZVPD.

Each line ends with the Mulliken charge.
Cartesian coordinates (Å):
C -0.6276 2.5861 -1.0584  -1.08
C -0.4091 1.1433 -1.5523  0.16
C -1.4312 0.2310 -0.8415  -2.08
C 0.1892 -0.6978 1.0243  0.92
C -0.4293 -0.7164 -0.1967  1.34
C -0.4667 -1.9009 -1.1672  -1.59
C 1.3542 -1.4413 1.2384  -1.50
N -0.2573 2.8273 0.3888  -0.58
H -1.5426 3.1185 -1.1442  0.31
H 0.1063 3.1423 -1.7019  0.39
H 0.7009 0.7226 -1.5132  0.12
H -0.5080 1.3745 -2.6916  0.29
H -2.0242 0.7186 -0.1761  0.90
H -2.0606 -0.2646 -1.6356  0.44
H -0.0580 0.1355 1.6800  -0.11
H 0.0793 -2.8396 -0.8219  0.35
H 0.0251 -1.4330 -2.1223  0.29
H -1.4307 -2.1954 -1.5415  0.44
H 2.2396 -0.8705 1.3771  0.23
H 1.3369 -2.0503 2.1652  0.32
H 1.4964 -2.0365 0.3591  0.10
H 0.6951 3.0895 0.4870  0.28
H -0.4345 1.8841 0.7691  0.21
H 3.7694 1.1408 0.7697  0.27
H 2.6072 1.5375 -0.2476  0.30
O 2.8144 1.0096 0.5556  -0.63
H -3.3067 -0.8482 -0.4259  0.35
H -3.0600 -1.7429 0.7721  0.34
O -3.7972 -1.3564 0.2640  -0.68
H -0.7647 0.1128 2.8218  0.21
H -2.2622 -0.2602 3.1738  0.32
O -1.3375 -0.1172 3.5760  -0.70
H 2.8961 -0.5525 -0.6871  0.37
H 2.9527 -2.0921 -0.6248  0.34
O 2.9451 -1.3580 -1.2724  -0.65

Properties
Total charge: 0
Kohn-Sham gap, eV: 9.10
Structure (SMILES): C/C=C(\C)CCCN.O.O.O.O
Relative energy (zero: lowest compared OMol25 entry of this formula, charge and spin), kcal/mol: 83.3
2S+1: 1


- Among the records above, which one has the highest total charge?
  C7H23N4O8P3PdS2


- Look up the 2S+1 of the first one.
  1


- Which formula does entry 4 have?
  C7H23N7NaO8S